1.
The following is a quantum chemistry calculation of C24H43BrP2Sc as an isolated structure at a distorted geometry, from the Open Molecules 2025 dataset.

Last column: Löwdin charge in e.
Positions of all 71 atoms, in Å:
Sc  -0.26248  -1.37620  -1.77286  0.89
C  -0.55188  -2.34040  1.90308  -0.28
C  0.78384  -2.33801  1.41828  -0.25
C  0.62925  -0.77947  3.10516  -0.26
C  -0.66002  -1.33642  2.90480  -0.29
C  1.51719  -1.35728  2.15254  -0.26
C  -1.67604  -3.20868  1.47898  -0.07
H  -1.46706  -3.67776  0.50534  0.05
H  -2.62611  -2.64636  1.39825  0.06
H  -1.84161  -4.02330  2.21223  0.09
C  -1.83297  -1.09767  3.77214  -0.07
H  -2.78445  -1.22433  3.24729  0.06
H  -1.82031  -0.08639  4.19035  0.05
H  -1.84107  -1.80310  4.61914  0.09
C  0.96622  0.13109  4.21811  -0.07
H  0.92253  -0.42117  5.17153  0.09
H  0.26981  0.98092  4.31089  0.06
H  1.98644  0.51929  4.12208  0.06
C  2.95420  -1.03168  1.97761  -0.06
H  3.57722  -1.54494  2.73845  0.09
H  3.12259  0.05705  2.07033  0.04
H  3.31312  -1.35369  0.98629  0.07
C  1.32232  -3.17041  0.30486  -0.09
H  1.89353  -4.05291  0.63846  0.10
H  2.00758  -2.58743  -0.31807  0.04
H  0.53046  -3.56554  -0.34964  0.05
C  -1.41847  -0.15680  -3.08822  -0.27
C  -1.79191  -1.51342  -3.20631  -0.20
C  -0.84008  -2.66404  -3.60693  -0.19
C  0.66848  -2.33562  -3.87664  -0.17
C  1.53454  -1.64940  -2.80152  -0.21
C  1.46099  -0.30876  -2.39853  -0.23
C  1.02838  0.80150  -3.34375  -0.16
C  -0.36505  0.49884  -3.98869  -0.18
H  -1.24695  -3.20379  -4.47212  0.14
H  0.79308  -1.87337  -4.86548  0.12
H  -0.96807  -3.45168  -2.82744  0.13
H  -0.18726  -0.10946  -4.89348  0.11
H  -2.05113  0.56671  -2.53108  0.09
H  -2.75520  -1.85898  -2.75689  0.13
H  -0.82989  1.43804  -4.35534  0.12
H  0.98556  1.77796  -2.81719  0.10
H  1.81457  0.02122  -1.39224  0.09
H  1.72958  0.96453  -4.18982  0.13
H  1.13321  -3.32708  -3.98244  0.13
H  2.18499  -2.35549  -2.31360  0.10
P  -2.26525  2.33886  0.44063  0.62
P  1.30370  2.23808  0.81176  0.86
C  -1.04417  3.04519  -0.73620  -0.36
C  0.33170  3.46125  -0.19344  -0.41
H  -1.54744  3.93207  -1.14417  0.10
H  -0.96208  2.34954  -1.58763  0.07
H  0.96577  3.72829  -1.05057  0.08
H  0.18981  4.34724  0.43485  0.08
C  1.64058  3.05567  2.41289  -0.30
H  2.28197  2.37973  2.99638  0.03
H  0.70062  3.20782  2.96236  -0.04
H  2.14913  4.01040  2.23442  0.05
C  2.96184  2.30054  0.01222  -0.28
H  3.14864  3.29099  -0.42579  0.05
H  3.06662  1.53447  -0.77346  0.02
H  3.70724  2.10920  0.80011  0.05
C  -3.96865  2.61955  -0.07458  -0.21
H  -4.66835  1.86803  0.31661  0.08
H  -4.05345  2.61705  -1.17006  0.07
H  -4.26371  3.60908  0.28965  0.06
C  -1.83432  0.53851  0.42400  -0.23
H  -0.89892  0.32606  0.97143  0.02
H  -1.69357  0.24289  -0.65766  0.01
H  -2.63497  -0.11756  0.86095  0.08
Br  -1.92441  3.04092  2.54735  0.55

Cartesian forces, eV/Å:
-0.1 -1.5 5.4
-0.2 1.4 0.1
-0.2 1.2 -0.2
-0.2 -0.7 -1.4
1.0 -0.8 -0.6
-1.2 -0.1 0.3
-0.4 -0.5 0.1
-0.2 -0.1 0.1
0.2 -0.3 0.0
-0.1 0.2 -0.4
-0.3 -0.1 0.4
-0.1 0.0 0.0
-0.1 0.0 0.1
-0.2 0.2 -0.1
0.3 0.2 0.5
0.0 0.3 -0.1
0.2 -0.1 0.0
-0.1 0.0 0.1
0.5 0.0 0.2
-0.1 0.3 -0.4
0.1 -0.4 0.0
0.0 0.2 0.3
0.4 -0.3 0.0
-0.2 0.1 -0.1
0.1 -0.1 0.1
-0.1 -0.1 -0.1
-0.6 0.8 -1.1
-1.7 -0.1 -0.2
-1.1 0.3 -0.4
1.2 -0.5 -0.8
0.8 -0.4 -0.6
1.2 1.1 -0.5
-0.6 0.4 -0.1
-0.2 0.4 -0.6
0.3 0.3 0.0
-0.3 0.0 0.3
0.4 0.2 0.1
-0.3 0.3 0.5
0.0 -0.8 -0.8
0.8 0.3 -0.5
0.4 -0.4 0.1
0.0 -0.6 0.0
0.4 -0.6 -0.9
-0.1 -0.2 0.6
-0.2 0.3 0.0
0.2 0.1 0.3
1.5 -1.9 0.6
-0.3 -1.5 -0.1
-0.5 0.8 0.0
0.2 0.5 0.3
0.1 0.0 0.0
-0.1 -0.1 0.5
-0.3 0.2 0.1
0.1 0.1 -0.3
0.0 0.3 -0.2
-0.2 0.3 -0.2
0.6 0.0 -0.2
-0.1 -0.1 0.3
0.1 0.3 0.0
0.1 -0.2 0.1
0.0 0.3 0.4
-0.2 0.0 -0.4
-0.2 0.3 0.0
0.4 0.2 0.1
0.3 0.0 0.2
-0.1 -0.1 -0.1
-0.9 -0.5 -0.2
-0.1 0.2 0.2
-0.4 0.6 1.0
0.6 0.7 -0.3
-0.6 -0.4 -1.6

**Orbital gap (alpha / beta)**: 4.14 / 4.19 eV
**ΔE to the lowest compared entry with this formula, charge and spin**: 65.7 kcal per mole
**Net charge**: +1
**Energy**: -4957.2674 a.u.


2.
The following is a quantum chemistry calculation of C24H43BrP2Sc as an isolated structure at a distorted geometry, from the Open Molecules 2025 dataset.

Last column: Löwdin charge in e.
Positions of all 71 atoms, in Å:
Sc  0.24313  -0.48080  -2.14558  0.55
C  -0.61812  -2.21285  -0.36265  -0.30
C  0.75940  -2.34270  -0.76663  -0.33
C  0.54538  -0.56290  0.73344  -0.32
C  -0.69451  -1.21148  0.64386  -0.34
C  1.47139  -1.27256  -0.09235  -0.31
C  -1.65953  -3.25560  -0.52400  -0.06
H  -1.52308  -3.90034  -1.39055  0.07
H  -2.66324  -2.85546  -0.66560  0.07
H  -1.75390  -3.93246  0.33564  0.10
C  -1.73256  -1.15036  1.66910  -0.06
H  -2.73954  -1.35416  1.30504  0.08
H  -1.78877  -0.20276  2.19788  0.07
H  -1.54787  -1.89379  2.46205  0.11
C  0.88741  0.32227  1.85794  -0.05
H  0.93042  -0.19395  2.83284  0.11
H  0.14579  1.11367  1.97538  0.06
H  1.85129  0.81614  1.74571  0.06
C  2.94119  -1.21942  0.08210  -0.05
H  3.28148  -1.86704  0.90011  0.10
H  3.31812  -0.22149  0.33581  0.06
H  3.49213  -1.53592  -0.81595  0.08
C  1.40456  -3.59210  -1.27809  -0.04
H  1.91242  -4.11499  -0.44920  0.10
H  2.14965  -3.37879  -2.05954  0.08
H  0.67004  -4.28487  -1.71471  0.08
C  -1.69192  0.70541  -5.93353  -0.14
C  -2.06311  -0.55537  -5.63759  -0.15
C  -1.14110  -1.76868  -5.71927  -0.17
C  0.38508  -1.54283  -5.58145  -0.18
C  0.82482  -0.45607  -4.60901  -0.23
C  0.97278  0.85305  -4.96312  -0.12
C  0.62960  1.46928  -6.29662  -0.18
C  -0.64004  0.93414  -6.98641  -0.17
H  -1.31687  -2.36097  -6.63690  0.13
H  0.82173  -1.46264  -6.61151  0.13
H  -1.44071  -2.47784  -4.91784  0.12
H  -0.33518  -0.00776  -7.44119  0.10
H  -2.25511  1.61363  -5.63446  0.10
H  -3.14598  -0.79891  -5.50545  0.13
H  -0.97709  1.59667  -7.81498  0.14
H  0.51186  2.55431  -6.18839  0.11
H  1.51580  1.50581  -4.26314  0.04
H  1.47416  1.34373  -6.98637  0.13
H  0.79878  -2.50006  -5.18072  0.12
H  1.39896  -0.92144  -3.73990  0.08
P  -2.04554  1.54346  -2.67484  0.58
P  1.51654  2.01304  -1.81767  0.81
C  -1.06908  2.95608  -3.21739  -0.36
C  0.37207  3.30676  -2.58494  -0.38
H  -1.73608  3.83262  -2.98393  0.11
H  -0.98318  2.92915  -4.33636  0.07
H  0.94768  3.94292  -3.29183  0.10
H  0.16757  3.93940  -1.71206  0.05
C  2.18120  2.94112  -0.39405  -0.26
H  2.70717  2.25470  0.27685  0.03
H  1.38210  3.42809  0.16493  0.04
H  2.88733  3.69990  -0.75397  0.06
C  3.20222  1.65430  -2.51352  -0.27
H  3.69953  2.50892  -3.02870  0.07
H  3.21096  0.75815  -3.17461  0.04
H  3.81394  1.38185  -1.61339  0.05
C  -3.80702  1.73994  -2.75414  -0.24
H  -4.32870  0.88688  -2.29078  0.08
H  -4.07778  1.81736  -3.81582  0.07
H  -4.10894  2.65937  -2.23906  0.06
C  -1.81685  -0.26742  -2.91566  -0.39
H  -1.64691  -1.11294  -2.10832  0.08
H  -1.00347  -0.48038  -3.65358  -0.01
H  -2.78898  -0.58548  -3.38106  0.07
Br  -1.46003  1.59028  -0.48553  0.65

Cartesian forces, eV/Å:
1.4 0.5 1.9
0.8 -0.2 0.3
0.1 1.1 1.0
0.2 -1.8 -0.2
0.9 -0.1 -1.0
-0.9 -0.6 -0.2
-0.9 -0.7 -0.3
0.3 0.0 -0.1
-0.1 0.3 0.1
0.3 0.2 0.0
-1.2 0.2 0.8
0.0 0.0 -0.1
0.1 0.3 -0.1
0.1 0.0 -0.2
0.3 0.9 0.6
-0.1 -0.1 -0.4
-0.1 0.1 0.1
0.1 0.0 -0.1
1.0 0.2 -0.3
-0.1 -0.1 -0.1
-0.2 0.0 -0.1
-0.1 0.0 0.2
0.2 -0.2 -0.5
-0.1 0.1 -0.3
0.0 -0.2 0.2
0.2 0.2 0.2
-1.1 -0.3 -1.2
-0.8 0.0 -1.2
-0.5 -0.4 -0.1
0.3 -0.9 -0.3
0.4 -0.9 -0.4
0.5 0.0 1.0
0.0 0.7 -0.5
1.4 0.0 0.9
0.0 0.3 0.2
-0.1 0.3 1.0
-0.1 0.5 -0.2
-0.5 0.0 -0.1
-0.3 -0.8 -0.5
1.0 0.3 1.0
0.1 -0.3 0.8
0.2 -0.1 0.2
-0.3 -0.3 -0.6
0.1 0.0 0.2
-0.3 0.6 -0.4
0.4 0.7 -1.0
0.4 -1.9 1.2
-0.3 -1.2 -0.1
1.4 0.8 -1.2
-0.1 0.5 -0.1
0.4 -0.9 -0.1
0.0 -0.1 0.9
-0.6 -0.3 0.2
0.1 0.0 -0.2
-0.3 0.2 0.3
-0.1 0.1 -0.2
0.1 0.0 0.1
-0.2 -0.1 0.1
0.6 0.1 -0.6
-0.3 -0.6 0.3
0.0 0.7 0.3
-0.6 0.3 -0.7
-1.0 1.4 0.7
0.4 0.3 -0.2
0.0 -0.1 0.2
-0.3 -0.1 -0.1
-0.8 0.2 -0.9
-0.6 0.9 0.2
-0.9 0.0 -0.3
1.1 -0.1 0.2
-1.0 0.5 0.2

**Orbital gap (alpha / beta)**: 4.31 / 4.21 eV
**ΔE to the lowest compared entry with this formula, charge and spin**: 69.0 kcal per mole
**Net charge**: +1
**Energy**: -4957.2623 a.u.


3.
The following is a quantum chemistry calculation of C24H43F5OP2TeTl as an isolated structure at a distorted geometry, from the Open Molecules 2025 dataset.

Last column: Löwdin charge in e.
Positions of all 77 atoms, in Å:
Tl  -0.38042  0.30565  1.85726  0.86
C  -0.56862  -2.45169  2.92407  -0.29
C  0.78186  -2.57788  2.52475  -0.26
C  0.71112  -1.01327  4.21958  -0.25
C  -0.63471  -1.46677  3.96903  -0.22
C  1.57500  -1.70613  3.31704  -0.26
C  -1.75346  -3.12560  2.33807  -0.05
H  -1.53360  -3.56036  1.35800  0.06
H  -2.60640  -2.43552  2.23077  0.07
H  -2.08171  -3.94253  2.99856  0.10
C  -1.87864  -0.97323  4.58602  -0.04
H  -2.75973  -1.20423  3.97025  0.09
H  -1.84853  0.10981  4.73649  0.04
H  -2.03159  -1.42724  5.57299  0.11
C  1.13262  0.04797  5.14554  -0.03
H  1.21918  -0.34843  6.16614  0.11
H  0.40247  0.86180  5.17490  0.03
H  2.10681  0.47417  4.86982  0.08
C  3.03620  -1.49600  3.22084  -0.04
H  3.55294  -2.07739  4.00138  0.10
H  3.30987  -0.43933  3.37322  0.06
H  3.43363  -1.82410  2.25164  0.06
C  1.29466  -3.44325  1.43682  -0.04
H  1.71345  -4.36883  1.85408  0.10
H  2.09514  -2.94412  0.87138  0.07
H  0.49764  -3.72301  0.74151  0.06
C  -2.01275  0.67984  -5.18483  -0.12
C  -1.92703  -0.64705  -5.23352  -0.13
C  -0.94784  -1.46183  -6.02951  -0.19
C  0.34765  -0.73903  -6.46438  -0.20
C  1.15813  -0.19366  -5.32298  -0.10
C  1.05404  0.98470  -4.71009  -0.14
C  0.10735  2.09766  -5.04647  -0.19
C  -1.14589  1.70375  -5.86165  -0.20
H  -1.43342  -1.85984  -6.93730  0.12
H  0.12736  -0.00283  -7.24669  0.10
H  -0.66072  -2.34576  -5.43528  0.11
H  -0.86451  1.44370  -6.88912  0.10
H  -2.84299  1.14559  -4.63027  0.10
H  -2.69516  -1.25474  -4.73549  0.10
H  -1.75936  2.61869  -5.93452  0.12
H  -0.22921  2.57150  -4.10804  0.10
H  1.78647  1.24696  -3.93350  0.09
H  0.63852  2.88676  -5.60660  0.12
H  0.97859  -1.51047  -6.93899  0.12
H  1.95616  -0.88849  -5.01874  0.11
P  -1.08976  -0.17980  -0.42100  0.79
P  1.79532  1.21941  0.72749  0.82
C  -0.13494  1.04365  -1.38517  -0.37
C  0.76457  2.01059  -0.57506  -0.38
H  -0.87971  1.60134  -1.97190  0.09
H  0.47151  0.47958  -2.10892  0.07
H  1.44967  2.56565  -1.23395  0.10
H  0.14584  2.76055  -0.05538  0.10
C  2.52377  2.48853  1.81311  -0.21
H  3.18063  1.99132  2.53783  0.06
H  1.73207  2.99986  2.37426  0.04
H  3.12007  3.23528  1.25187  0.07
C  3.11836  0.28894  -0.12002  -0.22
H  3.61906  0.88979  -0.90578  0.07
H  2.69757  -0.61287  -0.58854  0.05
H  3.88617  -0.03885  0.59984  0.05
C  -2.80151  0.39392  -0.15399  -0.24
H  -3.30175  -0.28752  0.55432  0.06
H  -3.37801  0.40787  -1.10117  0.07
H  -2.81698  1.39827  0.29550  0.06
C  -1.10267  -1.79299  -1.23904  -0.19
H  -0.10012  -2.24143  -1.20034  0.06
H  -1.40543  -1.70387  -2.30419  0.06
H  -1.79476  -2.48706  -0.74082  0.06
F  -1.54981  4.48618  3.10029  -0.38
Te  -1.46086  3.14541  4.47494  1.93
F  -1.35005  1.79946  5.87920  -0.38
F  -2.10577  4.41283  5.77794  -0.34
F  0.37099  3.56648  4.90833  -0.37
F  -3.24215  2.47706  4.14510  -0.38
O  -0.78185  1.95651  3.22304  -0.72

Cartesian forces, eV/Å:
0.7 -1.9 3.5
1.1 0.2 -0.9
-1.2 -0.1 0.5
2.1 -0.2 -2.1
-0.6 1.1 -2.3
-1.4 0.9 1.4
-0.4 -0.4 0.2
-0.1 0.0 0.2
0.2 -0.2 0.0
-0.1 0.1 -0.3
-0.6 0.1 0.6
0.3 0.0 0.2
0.0 -0.4 0.1
-0.1 0.0 0.0
0.0 0.4 0.8
0.1 0.2 0.0
0.3 -0.3 0.1
-0.2 -0.2 0.1
0.6 -0.1 0.1
0.1 0.2 -0.3
0.0 -0.3 0.0
0.0 0.1 0.2
0.2 -0.3 -0.2
0.0 0.1 -0.2
-0.1 -0.2 0.1
0.1 -0.1 0.0
-0.5 0.2 0.2
-0.3 -0.2 -0.2
0.4 -0.1 0.0
0.0 -0.6 -0.5
0.4 -0.2 0.2
0.3 0.1 -0.1
-0.4 0.1 -0.1
0.0 0.8 -0.1
0.0 0.1 0.3
0.2 -0.3 0.3
-0.1 0.2 -0.1
-0.2 0.1 0.4
0.3 -0.5 0.0
0.2 0.4 0.0
0.3 -0.3 -0.1
0.1 -0.1 -0.2
-0.2 -0.3 -0.2
-0.1 -0.2 0.2
-0.3 0.3 0.0
-0.3 0.4 0.2
-1.1 -0.1 -0.5
0.2 0.0 0.5
0.1 -0.1 -0.5
0.2 0.4 0.1
0.3 0.0 0.0
-0.2 0.1 0.1
-0.4 -0.1 -0.1
0.2 -0.1 -0.1
0.3 0.5 -0.5
-0.2 0.0 -0.2
0.1 -0.2 -0.1
-0.3 -0.4 0.3
0.3 0.0 -0.2
-0.3 -0.2 0.4
0.1 0.3 0.1
-0.4 0.2 -0.2
-0.6 -0.1 -0.9
0.3 0.2 -0.3
0.2 0.1 0.5
0.1 -0.2 -0.2
0.0 -0.4 -0.5
-0.2 0.2 0.0
0.2 0.1 0.6
0.2 0.4 0.0
-0.2 -0.7 1.5
0.5 -1.1 0.1
-0.4 1.8 -1.0
0.8 -1.6 -1.7
-1.7 0.3 -0.1
1.3 1.1 0.4
-0.5 1.0 0.6

**Orbital gap (alpha / beta)**: 4.94 / 4.95 eV
**ΔE to the lowest compared entry with this formula, charge and spin**: 11.2 kcal per mole
**Net charge**: +1
**Energy**: -2637.7087 a.u.